{"formula": "CH6O2", "method": "ωB97M-V/def2-TZVPD", "relative_energy_kcal_mol": 5.47, "homo_ev": -10.29, "gap_ev": 11.07, "total_energy_ev": -5228.6533, "elements": ["O", "C", "H", "H", "H", "H", "O", "H", "H"], "xyz": [[0.425901, -0.719328, -1.126641], [0.000000, 0.000000, 0.000000], [-0.211197, -1.438695, -1.319039], [0.601617, 0.923380, 0.045090], [0.121227, -0.545665, 0.950878], [-1.061576, 0.276964, -0.113812], [-2.503163, -4.926507, -3.141828], [-2.305388, -5.885663, -3.046078], [-2.171789, -4.693223, -4.038491]], "forces_ev_per_a": [[-0.22, -1.02, -0.55], [-0.45, 0.57, 0.32], [0.60, 0.69, 0.27], [-0.26, -0.40, 0.01], [0.04, 0.06, -0.30], [0.28, 0.09, 0.24], [0.56, -0.73, -0.81], [-0.20, 1.04, -0.14], [-0.35, -0.30, 0.96]]}

=====

{"formula": "CH6OS2", "method": "ωB97M-V/def2-TZVPD", "relative_energy_kcal_mol": 14.60, "homo_ev": -9.68, "gap_ev": 10.09, "total_energy_ev": -24851.5929, "elements": ["S", "S", "H", "H", "C", "O", "H", "H", "H", "H"], "xyz": [[-4.272870, 6.371998, 0.179822], [-2.703485, 6.295236, -1.136120], [-4.179730, 5.110180, 0.626122], [-3.372038, 6.007674, -2.264754], [2.342984, -3.696267, 0.671696], [2.470449, -4.311915, -0.614778], [2.091166, -2.648813, 0.527813], [1.548682, -4.185665, 1.242170], [3.275783, -3.739834, 1.237110], [2.799059, -5.202594, -0.469084]], "forces_ev_per_a": [[-0.03, -0.04, 0.02], [0.18, 0.09, -0.09], [-0.08, -0.01, 0.02], [-0.07, -0.04, 0.06], [-0.04, -0.32, -0.24], [0.07, 0.28, 0.33], [-0.07, -0.03, -0.13], [0.02, 0.14, 0.10], [0.04, -0.03, 0.02], [-0.01, -0.03, -0.09]]}